The following is a quantum chemistry calculation of a single C6H13NO molecule, from the OMol25 dataset.

CARTESIAN COORDINATES (ANGSTROEM)
C -1.958 -1.797 0.451
C -1.379 -0.592 0.395
C -2.150 0.663 0.667
C 0.435 -0.522 0.226
N 1.054 0.034 1.354
C 0.366 0.277 -0.996
C 2.067 0.460 -1.540
O 2.910 0.885 -0.468
H -2.963 -1.946 0.846
H -1.409 -2.713 0.246
H -3.156 0.468 1.060
H -2.282 1.249 -0.250
H -1.633 1.292 1.398
H 0.751 -1.551 0.052
H 0.534 0.749 1.857
H 1.732 -0.577 1.795
H 0.113 1.327 -0.843
H -0.149 -0.196 -1.828
H 2.500 -0.449 -1.964
H 2.089 1.224 -2.324
H 2.528 1.713 -0.136

Its net charge is 0. Its largest force on an atom is 0.1232 hartree/bohr. As for the multiplicity: 1. For the gap between HOMO and LUMO, the calculation gives 8.787 eV. The calculation puts the HOMO energy at -7.866 eV. The calculation puts the electronic energy at -366.2975 a.u.



The following is a quantum chemistry calculation of a single C3H7BS2 molecule, from the OMol25 dataset.

CARTESIAN COORDINATES (ANGSTROEM)
C 1.759 1.330 1.282
B 0.655 0.585 0.388
S -0.083 -0.874 0.969
C -0.820 -1.466 -0.588
C -2.019 -0.619 -1.081
S -2.220 -0.286 -2.664
H 1.966 1.034 2.414
H 1.810 2.352 1.369
H 2.623 1.001 0.698
H 0.373 1.042 -0.613
H -1.292 -2.357 -0.444
H -0.057 -1.348 -1.354
H -2.696 -0.397 -0.375

Its net charge is 0. Its largest force on an atom is 0.0928 hartree/bohr. As for the multiplicity: 1. For the gap between HOMO and LUMO, the calculation gives 8.494 eV. The calculation puts the HOMO energy at -8.940 eV. The calculation puts the electronic energy at -939.6867 a.u.



The following is a quantum chemistry calculation of a molecular structure, CI6P, from the OMol25 dataset.

CARTESIAN COORDINATES (ANGSTROEM)
C -1.405 0.541 0.980
P 0.869 -0.341 -0.828
I -1.929 2.370 -0.098
I -0.208 0.782 2.613
I -2.388 -1.308 0.642
I 1.081 -2.792 -0.539
I 1.225 0.096 -3.132
I 2.755 0.653 0.363

Its net charge is +1. Its largest force on an atom is 0.0397 hartree/bohr. As for the multiplicity: 1. For the gap between HOMO and LUMO (alpha / beta), the calculation gives 5.795 / 5.793 eV. The calculation puts the HOMO energy (alpha / beta) at -12.356 / -12.355 eV. The calculation puts the electronic energy at -2165.3245 a.u.



The following is a quantum chemistry calculation of a molecular structure, C41H58Br51ClO2PS2Si, from the OMol25 dataset.

CARTESIAN COORDINATES (ANGSTROEM)
C 8.104 0.364 2.446
C 7.723 1.197 1.657
C 6.992 2.329 0.952
C 5.444 2.151 1.037
C 4.878 0.775 0.575
C 5.194 0.382 -0.899
C 5.383 1.572 -1.880
Cl 3.704 -0.535 -1.509
O 4.821 3.319 0.556
P 3.270 3.681 1.305
S 2.637 4.330 -0.728
C 1.779 4.443 2.221
C 0.380 4.161 1.570
C -0.181 5.485 0.978
C -1.618 5.379 0.350
C -1.962 3.985 -0.272
C -2.905 3.194 0.673
C -3.784 2.179 -0.127
C -3.020 0.953 -0.758
Si -3.062 -0.600 0.319
C -3.356 -2.174 -0.726
C -4.537 -0.537 1.544
C -1.514 -0.778 1.432
C -1.294 -2.031 2.076
C -0.163 -2.131 2.937
C 0.696 -1.027 3.132
C 0.478 0.194 2.445
C -0.638 0.324 1.585
O 3.744 2.791 2.743
C 5.017 2.169 2.607
S 6.082 3.128 3.778
H 8.427 -0.309 3.232
H 7.348 2.283 -0.102
H 7.312 3.320 1.322
H 5.376 0.012 1.220
H 3.803 0.706 0.823
H 6.025 -0.341 -1.003
H 6.435 1.928 -1.925
H 4.663 2.398 -1.733
H 5.178 1.173 -2.903
H 2.630 2.448 0.937
H 3.931 4.927 1.659
H 1.840 3.314 -1.162
H 1.765 4.189 3.302
H 1.937 5.546 2.176
H 0.400 3.319 0.852
H -0.310 3.862 2.397
H -0.239 6.236 1.798
H 0.483 5.936 0.213
H -2.378 5.661 1.106
H -1.680 6.136 -0.463
H -2.557 4.184 -1.189
H -1.077 3.406 -0.594
H -2.385 2.744 1.544
H -3.612 3.945 1.096
H -4.644 1.894 0.511
H -4.219 2.753 -0.981
H -3.492 0.728 -1.756
H -1.963 1.212 -1.008
H -4.405 -2.134 -1.101
H -3.320 -3.063 -0.056
H -2.664 -2.271 -1.583
H -5.507 -0.468 1.021
H -4.436 -1.418 2.208
H -4.344 0.351 2.191
H -1.991 -2.848 1.906
H 0.010 -3.077 3.472
H 1.551 -1.091 3.819
H 1.137 1.065 2.584
H -0.788 1.280 1.068
H 4.976 1.139 3.012
H 6.174 4.412 3.346
C -0.024 -6.073 0.963
Br -1.393 -7.098 1.865
Br 0.355 -6.782 -0.798
Br -0.468 -4.187 0.908
H 0.883 -6.172 1.546
C 6.790 -3.682 -1.973
Br 8.194 -4.984 -2.240
Br 5.135 -4.516 -1.453
Br 7.314 -2.300 -0.735
H 6.613 -3.203 -2.927
C 5.817 2.819 7.601
Br 7.190 1.474 7.428
Br 4.128 2.058 8.142
Br 6.363 4.254 8.774
H 5.672 3.250 6.614
C -2.279 -8.733 -3.185
Br -3.654 -9.737 -2.276
Br -1.908 -9.437 -4.945
Br -2.694 -6.852 -3.244
H -1.370 -8.842 -2.603
C -7.668 -8.448 -2.505
Br -6.719 -7.784 -4.047
Br -7.470 -7.275 -0.984
Br -9.524 -8.802 -2.902
H -7.215 -9.395 -2.237
C 5.709 8.135 3.574
Br 6.705 7.646 5.161
Br 4.803 6.609 2.796
Br 4.494 9.601 3.917
H 6.430 8.486 2.845
C 5.066 -2.979 -5.919
Br 6.472 -4.278 -6.176
Br 3.412 -3.812 -5.367
Br 5.600 -1.582 -4.701
H 4.882 -2.513 -6.879
C 9.472 5.475 11.124
Br 9.769 4.323 12.645
Br 7.770 6.377 11.232
Br 10.926 6.720 10.871
H 9.440 4.841 10.246
C -8.249 -2.102 0.713
Br -6.687 -3.076 1.287
Br -9.194 -1.316 2.202
Br -7.825 -0.785 -0.638
H -8.918 -2.820 0.256
C -11.508 -11.954 -5.310
Br -11.651 -10.690 -6.763
Br -9.669 -12.288 -4.832
Br -12.560 -11.412 -3.782
H -11.921 -12.891 -5.663
C 2.982 6.278 10.301
Br 3.457 6.432 12.169
Br 1.070 6.178 10.057
Br 3.766 7.689 9.242
H 3.398 5.343 9.942
C -8.744 2.411 -2.672
Br -6.887 1.998 -3.000
Br -9.027 3.051 -0.873
Br -9.446 3.639 -3.989
H -9.300 1.487 -2.772
C -5.716 -13.846 -6.171
Br -4.355 -15.188 -6.450
Br -7.384 -14.624 -5.588
Br -5.118 -12.457 -4.972
H -5.902 -13.379 -7.130
C -6.140 6.115 -5.050
Br -4.576 5.145 -4.470
Br -7.028 6.988 -3.574
Br -5.724 7.354 -6.472
H -6.835 5.388 -5.453
C -1.941 2.163 -4.807
Br -0.587 0.804 -5.017
Br -3.583 1.426 -4.082
Br -1.279 3.661 -3.803
H -2.181 2.530 -5.797
C -1.722 6.815 -6.448
Br 0.116 6.340 -6.796
Br -1.952 7.520 -4.669
Br -2.419 8.014 -7.793
H -2.303 5.901 -6.506
C 3.338 -7.605 -3.679
Br 1.803 -8.722 -4.037
Br 3.811 -7.638 -1.810
Br 4.837 -8.048 -4.810
H 3.051 -6.587 -3.918

Its net charge is -1. Its largest force on an atom is 0.0584 hartree/bohr. As for the multiplicity: 1. For the gap between HOMO and LUMO, the calculation gives 5.808 eV. The calculation puts the HOMO energy at -5.178 eV. The calculation puts the electronic energy at -134909.4336 a.u.